1.
{"formula": "C8H8Cl2O2S", "method": "wB97M-V/def2-TZVPD", "lumo_energy_ev": [-0.3812, -0.3813], "spin_multiplicity": 1, "homo_lumo_gap_ev": [7.76, 7.76], "e_homo_ev": [-8.144, -8.143], "charge": 0, "total_energy_ha": -1778.5555, "species": ["C", "C", "C", "C", "C", "C", "C", "C", "O", "O", "S", "Cl", "Cl", "H", "H", "H", "H", "H", "H", "H", "H"], "coordinates": [[-0.7170, -1.2687, 1.6791], [0.4843, -0.7168, 1.8465], [-0.1092, 1.1489, 0.2039], [-1.3510, 0.5436, 0.1873], [0.1554, 2.4793, -0.3720], [-1.7815, -0.6825, 0.8266], [0.9662, 0.3258, 0.8906], [1.1505, -0.5616, -2.2910], [0.7382, 2.7664, -1.3871], [0.2917, -2.1875, -0.4312], [1.4660, -1.4050, -0.6749], [-2.6740, 1.3081, -0.6936], [2.4156, 1.2070, 1.2514], [-1.0001, -2.1310, 2.0958], [1.2204, -1.2314, 2.5852], [-0.1890, 3.3379, 0.1798], [-2.1262, -1.3844, 0.1779], [-2.5944, -0.4637, 1.4720], [2.0213, 0.2412, -2.3616], [0.1937, 0.0186, -2.2100], [1.4391, -1.3444, -2.9747]]}

=====

2.
{"formula": "C8H8ClI2NO2", "method": "wB97M-V/def2-TZVPD", "lumo_energy_ev": -0.2883, "spin_multiplicity": 1, "homo_lumo_gap_ev": 8.23, "e_homo_ev": -8.522, "charge": 0, "total_energy_ha": -1570.3705, "species": ["C", "C", "C", "C", "C", "C", "C", "C", "N", "O", "O", "Cl", "I", "I", "H", "H", "H", "H", "H", "H", "H", "H"], "coordinates": [[-0.7723, 2.1130, 0.2031], [-3.3689, 0.4091, 1.0046], [-2.1047, 2.4325, 0.7841], [1.6119, -0.5707, -0.1155], [-0.2232, 0.8812, 0.2376], [-3.5719, -0.4431, -0.0061], [3.4065, -2.1252, -0.5430], [2.9936, -0.6598, -0.8007], [-3.0848, 1.7250, 0.9901], [1.0047, -1.4340, 0.4993], [1.0143, 0.6510, -0.3963], [-2.2725, 4.1591, 1.1382], [-3.3885, 0.2090, -2.0119], [-4.1374, -2.4081, 0.4301], [-0.3559, 2.8758, -0.4661], [-3.7501, 0.0790, 1.9328], [-0.3964, 0.0308, 0.8803], [2.9216, -2.6946, -1.2714], [4.3760, -2.2641, -0.7196], [3.2299, -2.3741, 0.4773], [3.0728, -0.5256, -1.8606], [3.7951, -0.0661, -0.3863]]}

=====

3.
{"formula": "C8H8F2", "method": "wB97M-V/def2-TZVPD", "lumo_energy_ev": 0.6873, "smiles": "CC1=CC=C[C@@H]2[C@@H](F)[C@]12F", "spin_multiplicity": 1, "homo_lumo_gap_ev": 8.84, "e_homo_ev": -8.153, "charge": 0, "total_energy_ha": -509.2602, "species": ["C", "C", "C", "C", "C", "C", "C", "F", "C", "F", "H", "H", "H", "H", "H", "H", "H", "H"], "coordinates": [[-0.9300, 2.2179, 0.3580], [-0.2849, 0.8608, 0.3129], [0.6241, 0.3499, 1.1907], [0.9470, -1.0140, 1.4586], [0.5580, -1.9561, 0.5668], [-0.1297, -1.5146, -0.6867], [0.6206, -0.4080, -1.6474], [0.4501, -0.6121, -2.9501], [-0.5663, -0.0858, -0.8166], [-1.7784, -0.0633, -1.4770], [-0.2067, 2.8955, -0.1206], [-1.0041, 2.5621, 1.4087], [-1.9267, 2.2962, -0.1375], [0.8131, 1.0866, 2.0256], [1.3724, -1.4176, 2.3112], [0.6758, -2.9516, 0.7078], [-0.8669, -2.3167, -1.1510], [1.6327, 0.0708, -1.3533]]}

=====

4.
{"formula": "C8H8F6N3S2SbTc", "method": "wB97M-V/def2-TZVPD", "lumo_energy_ev": [-13.9374, -14.4069], "spin_multiplicity": 3, "homo_lumo_gap_ev": [6.51, 6.49], "e_homo_ev": [-20.444, -20.895], "charge": 3, "total_energy_ha": -2189.3778, "species": ["Tc", "C", "S", "C", "S", "N", "N", "C", "C", "C", "C", "C", "C", "N", "H", "H", "H", "H", "H", "H", "H", "H", "F", "Sb", "F", "F", "F", "F", "F"], "coordinates": [[-0.1211, 1.1967, 0.2882], [-5.4700, 0.8930, -0.4133], [-4.3650, -0.3014, -1.0974], [-2.8285, -0.0110, -0.3807], [-2.3664, 1.3834, 0.6739], [-1.9438, -0.9263, -0.6300], [-0.7422, -0.7099, -0.1238], [0.0974, -1.6989, 0.0874], [1.2038, -1.3507, 0.9189], [2.1842, -2.2276, 1.3484], [3.1538, -1.7647, 2.2523], [3.1006, -0.4551, 2.6827], [2.0821, 0.3850, 2.1997], [1.1553, -0.0518, 1.3592], [-6.1912, 1.1514, -1.1952], [-4.9836, 1.7822, -0.0172], [-6.0546, 0.4148, 0.3871], [-0.1154, -2.7025, -0.2739], [2.1911, -3.2493, 0.9873], [3.9274, -2.4355, 2.6054], [3.8362, -0.0592, 3.3709], [2.0346, 1.4226, 2.5148], [-0.0229, 2.4717, -0.9579], [1.7605, 1.2345, -2.9063], [0.2428, 0.1367, -2.3752], [2.0334, 1.0048, -0.9322], [2.3695, -0.2391, -3.8279], [3.2361, 2.3333, -2.7622], [0.5960, 2.3728, -3.7830]]}